i) {"formula": "H3O2", "method": "wB97M-V/def2-TZVPD", "symbols": ["O", "H", "O", "H", "H"], "xyz": [[1.09, -0.62, 0.37], [1.10, -0.73, -0.70], [-1.12, 0.64, -0.17], [-1.02, 0.71, -1.07], [0.17, -0.10, 0.22]], "lowdin_charge": [-0.30, 0.05, -0.48, -0.21, -0.06], "charge": -1, "orbital_gap_ev": 8.595}

***

ii) {"formula": "H3O2", "method": "wB97M-V/def2-TZVPD", "symbols": ["O", "H", "O", "H", "H"], "xyz": [[0.55, -0.83, 0.92], [1.31, -1.09, 0.36], [-0.69, 0.84, -0.84], [0.28, 0.76, -1.11], [-0.45, 0.28, 0.09]], "lowdin_charge": [-0.59, -0.16, -0.29, 0.01, 0.03], "charge": -1, "orbital_gap_ev": 8.509}

***

Most stable to least stable: ii), i)

***

i) {"formula": "H14LiO7", "method": "wB97M-V/def2-TZVPD", "symbols": ["Li", "O", "H", "H", "O", "H", "H", "O", "H", "H", "O", "H", "H", "O", "H", "H", "O", "H", "H", "O", "H", "H"], "xyz": [[4.44, -13.43, -9.19], [2.75, -11.78, -11.08], [3.01, -10.88, -10.84], [1.83, -11.85, -10.78], [4.92, -14.27, -11.16], [4.43, -15.04, -11.49], [5.84, -14.45, -11.39], [2.49, -14.35, -9.80], [2.48, -13.90, -10.66], [1.68, -14.86, -9.77], [5.54, -11.64, -9.32], [5.50, -11.03, -8.58], [6.21, -11.27, -9.91], [5.84, -14.46, -7.99], [6.56, -14.60, -8.62], [6.23, -14.61, -7.12], [3.43, -12.50, -7.79], [4.20, -12.41, -7.20], [2.80, -11.85, -7.46], [2.24, -15.40, -7.15], [1.44, -15.72, -7.57], [2.32, -14.47, -7.41]], "lowdin_charge": [0.71, -0.05, 0.05, 0.05, -0.07, 0.07, 0.07, -0.09, 0.03, 0.07, -0.08, 0.06, 0.08, -0.07, 0.06, 0.08, -0.09, 0.06, 0.09, -0.05, 0.03, -0.01], "charge": 1, "orbital_gap_ev": 10.707}

***

ii) {"formula": "H14LiO7", "method": "wB97M-V/def2-TZVPD", "symbols": ["Li", "O", "H", "H", "O", "H", "H", "O", "H", "H", "O", "H", "H", "O", "H", "H", "O", "H", "H", "O", "H", "H"], "xyz": [[-0.21, 0.00, -0.16], [-1.45, -0.84, -2.15], [-0.93, -1.48, -2.69], [-2.04, -0.38, -2.69], [-2.55, -0.42, 0.84], [-3.12, 0.31, 0.98], [-3.08, -0.73, 0.15], [1.65, 0.18, -1.26], [2.04, 1.09, -1.11], [2.31, -0.28, -0.90], [-0.90, 1.79, -1.07], [-0.50, 2.16, -0.30], [-1.66, 2.07, -1.32], [0.13, -1.88, 0.36], [-0.53, -2.33, 0.93], [0.86, -2.54, -0.16], [3.00, -0.04, 1.27], [2.38, 0.67, 1.15], [3.03, -0.26, 2.25], [0.43, 1.03, 1.53], [0.72, 1.60, 2.17], [0.43, 0.28, 2.19]], "lowdin_charge": [0.70, -0.05, 0.09, 0.02, -0.02, 0.04, 0.02, -0.04, 0.10, -0.04, 0.03, 0.03, -0.05, -0.18, 0.06, 0.20, -0.06, -0.04, 0.10, -0.06, 0.03, 0.12], "charge": 1, "orbital_gap_ev": 11.589}

***

Most stable to least stable: i), ii)

***

i) {"formula": "H12O6", "method": "wB97M-V/def2-TZVPD", "symbols": ["O", "H", "H", "O", "H", "H", "O", "H", "H", "O", "H", "H", "O", "H", "H", "O", "H", "H"], "xyz": [[-0.10, 2.30, 1.98], [-0.07, 1.69, 1.24], [-0.75, 1.93, 2.57], [1.28, 0.99, -3.33], [0.83, 0.15, -3.37], [1.48, 1.20, -4.24], [-1.89, -0.10, 2.61], [-0.97, -0.36, 2.52], [-2.17, -0.50, 3.43], [0.99, -1.23, 2.78], [1.79, -1.24, 2.25], [0.85, -2.15, 3.01], [-0.05, 0.48, -0.13], [0.49, -0.30, -0.06], [0.11, 0.80, -1.02], [-0.24, -1.20, -3.28], [-0.53, -1.22, -4.19], [-1.05, -1.22, -2.76]], "lowdin_charge": [0.50, 0.07, 0.13, -0.07, -0.05, 0.04, 0.01, -0.01, 0.07, -0.03, 0.05, 0.06, -0.01, 0.07, 0.05, -0.03, 0.07, 0.06], "s_squared": 0.75, "charge": 1, "orbital_gap_ev": [10.429, 2.695], "spin_multiplicity": 2}

***

ii) {"formula": "H12O6", "method": "wB97M-V/def2-TZVPD", "symbols": ["O", "H", "H", "O", "H", "H", "O", "H", "H", "O", "H", "H", "O", "H", "H", "O", "H", "H"], "xyz": [[-0.26, -0.04, 0.55], [-0.05, -0.42, -0.23], [0.13, 0.83, 0.51], [1.04, 0.81, -2.18], [1.99, 0.96, -1.94], [1.19, 0.04, -2.78], [-0.40, 3.76, -0.12], [-0.88, 4.62, 0.20], [-0.75, 3.71, -1.09], [2.39, -1.48, -0.56], [2.23, -1.75, 0.39], [2.22, -2.21, -1.15], [0.34, -2.11, 2.17], [-0.43, -2.47, 2.59], [0.11, -1.37, 1.66], [-3.07, -1.05, 0.27], [-2.41, -0.61, 0.86], [-3.68, -0.46, -0.09]], "lowdin_charge": [0.10, -0.01, 0.10, -0.05, 0.08, 0.07, -0.15, 0.09, 0.08, 0.01, 0.09, 0.05, 0.16, 0.09, -0.02, 0.16, 0.08, 0.06], "s_squared": 0.76, "charge": 1, "orbital_gap_ev": [11.184, 2.880], "spin_multiplicity": 2}

***

Most stable to least stable: i), ii)

***

i) {"formula": "C6H18O3", "method": "wB97M-V/def2-TZVPD", "symbols": ["C", "C", "O", "H", "H", "H", "H", "H", "H", "C", "C", "O", "H", "H", "H", "H", "H", "H", "C", "C", "O", "H", "H", "H", "H", "H", "H"], "xyz": [[16.88, -20.05, 14.96], [17.51, -21.02, 13.99], [17.03, -22.36, 14.24], [17.04, -20.37, 15.99], [15.82, -19.93, 14.77], [17.36, -19.07, 14.86], [18.60, -21.00, 14.04], [17.26, -20.74, 12.96], [17.75, -22.99, 14.15], [12.35, -24.41, 10.44], [13.68, -24.30, 9.68], [14.77, -24.76, 10.45], [11.96, -25.42, 10.37], [11.60, -23.72, 10.04], [12.50, -24.19, 11.50], [13.86, -23.29, 9.31], [13.64, -24.95, 8.80], [15.05, -24.04, 11.03], [12.99, -22.26, 13.79], [13.76, -21.76, 12.57], [14.91, -22.57, 12.29], [13.64, -22.71, 14.54], [12.25, -23.02, 13.53], [12.45, -21.45, 14.29], [14.08, -20.73, 12.72], [13.13, -21.83, 11.68], [15.62, -22.29, 12.88]], "lowdin_charge": [-0.08, -0.30, -0.09, 0.08, 0.07, 0.08, 0.11, 0.11, 0.09, -0.08, -0.33, -0.09, 0.07, 0.07, 0.05, 0.11, 0.11, 0.04, -0.08, -0.28, -0.11, 0.08, 0.06, 0.07, 0.10, 0.10, 0.04], "smiles": "CCO.CCO.CCO", "orbital_gap_ev": 10.214}

***

ii) {"formula": "C6H18O3", "method": "wB97M-V/def2-TZVPD", "symbols": ["C", "C", "O", "H", "H", "H", "H", "H", "H", "C", "C", "O", "H", "H", "H", "H", "H", "H", "C", "C", "O", "H", "H", "H", "H", "H", "H"], "xyz": [[-1.01, -1.10, 3.17], [0.06, -1.80, 4.09], [-0.14, -1.31, 5.42], [-1.03, -0.02, 3.05], [-2.05, -1.35, 3.39], [-0.98, -1.47, 2.14], [1.07, -1.53, 3.79], [-0.11, -2.87, 4.12], [0.72, -1.26, 5.83], [1.17, 1.17, -3.11], [0.74, 0.41, -4.39], [-0.65, 0.35, -4.39], [1.04, 2.25, -3.20], [2.23, 0.99, -2.91], [0.68, 0.74, -2.24], [1.16, -0.58, -4.55], [1.03, 0.90, -5.32], [-1.00, -0.05, -5.19], [0.52, 0.46, -0.43], [-0.83, 0.90, -0.02], [-0.92, 1.21, 1.32], [1.17, -0.08, 0.27], [0.94, 1.46, -0.57], [0.55, 0.00, -1.42], [-1.55, 0.08, -0.04], [-1.19, 1.71, -0.66], [-1.60, 0.78, 1.85]], "lowdin_charge": [-0.07, -0.27, -0.09, 0.05, 0.07, 0.07, 0.11, 0.10, 0.07, -0.08, -0.33, -0.08, 0.09, 0.09, -0.03, 0.10, 0.10, 0.08, -0.09, -0.33, -0.09, 0.10, 0.09, 0.05, 0.12, 0.12, 0.05], "smiles": "CCO.CCO.CCO", "orbital_gap_ev": 10.786}

***

Most stable to least stable: i), ii)

***

i) {"formula": "C2H4OSi", "method": "wB97M-V/def2-TZVPD", "symbols": ["C", "C", "O", "Si", "H", "H", "H", "H"], "xyz": [[-2.02, -2.00, -0.08], [-1.22, -1.34, 0.53], [0.70, 0.50, 1.49], [1.09, 1.20, 0.20], [-2.70, -2.33, -0.79], [0.51, 2.46, -0.05], [1.02, 0.42, -1.02], [2.61, 1.10, -0.28]], "lowdin_charge": [-0.05, 0.08, -0.31, 0.42, -0.01, -0.08, -0.04, 0.01], "orbital_gap_ev": [7.554, 8.085]}

***

ii) {"formula": "C2H4OSi", "method": "wB97M-V/def2-TZVPD", "symbols": ["C", "C", "O", "Si", "H", "H", "H", "H"], "xyz": [[-2.29, -0.51, 0.12], [-0.96, -0.61, -0.04], [-2.01, 0.77, 0.16], [0.62, 0.37, 0.22], [-3.32, -0.84, 0.18], [0.15, 1.26, -0.85], [1.39, -0.89, 0.27], [0.70, 1.28, 1.36]], "lowdin_charge": [-0.23, -0.16, -0.17, 0.64, 0.11, -0.04, -0.07, -0.08], "smiles": "[SiH3]C1=CO1", "orbital_gap_ev": 8.717}

***

Most stable to least stable: ii), i)

***

i) {"formula": "C4H7N2", "method": "wB97M-V/def2-TZVPD", "symbols": ["C", "C", "C", "C", "N", "N", "H", "H", "H", "H", "H", "H", "H"], "xyz": [[-0.28, -0.78, 1.56], [-0.08, -1.62, 2.51], [0.11, 1.04, -1.31], [-0.67, 0.22, 0.76], [-0.03, 0.12, -0.37], [0.59, 0.49, -2.51], [-0.70, -2.47, 2.68], [0.78, -1.55, 3.34], [-0.96, 1.39, -1.48], [0.54, 2.04, -1.04], [-1.45, 0.95, 0.98], [0.59, -0.61, -2.36], [1.55, 0.79, -2.76]], "lowdin_charge": [0.01, 0.09, -0.34, -0.07, 0.13, 0.08, 0.08, 0.16, 0.21, 0.18, 0.17, 0.17, 0.12], "s_squared": 2.02, "charge": 1, "orbital_gap_ev": [10.190, 5.953], "spin_multiplicity": 3}

***

ii) {"formula": "C4H7N2", "method": "wB97M-V/def2-TZVPD", "symbols": ["C", "C", "C", "C", "N", "N", "H", "H", "H", "H", "H", "H", "H"], "xyz": [[1.84, 0.29, -0.06], [-1.56, 0.52, 0.42], [-0.19, -1.25, -0.07], [-0.56, 0.72, -0.63], [-1.42, -0.49, -0.59], [0.58, -0.01, -0.28], [2.28, 1.28, -0.22], [2.37, -0.63, 0.25], [-1.06, 0.38, 1.34], [-2.41, 1.13, 0.23], [-0.44, -1.69, 0.96], [0.21, -2.01, -0.59], [-0.59, 1.45, -1.43]], "lowdin_charge": [0.08, 0.02, 0.00, -0.13, 0.16, -0.09, 0.10, 0.10, 0.13, 0.15, 0.18, 0.11, 0.19], "s_squared": 2.01, "charge": 1, "orbital_gap_ev": [8.887, 8.131], "spin_multiplicity": 3}

***

Most stable to least stable: i), ii)